No. 1
Entry from the OMol25 dataset: 3 unconnected molecules or ions with the total composition C20H41BClN3 (ωB97M-V/def2-TZVPD).

The geometry in XYZ format:
```
66
Properties=species:S:1:pos:R:3:forces:R:3
C -6.2396 3.8968 -3.5006 0.3 1.0 0.5
C -4.9660 4.7558 -3.8726 -1.1 -1.0 -0.3
C -3.7930 3.8670 -4.4152 0.5 0.2 1.1
Cl -2.9348 4.7487 -5.7596 -0.4 -0.5 0.0
B -2.7311 3.6009 -3.2557 -0.7 -0.4 0.5
C -3.1717 2.8515 -1.9126 -0.5 1.0 0.6
C -3.6154 3.6099 -0.7738 0.1 -3.6 0.7
C -3.9334 2.7309 0.3578 0.5 1.6 -1.7
C -3.7895 1.3409 0.2282 -0.6 -0.6 1.9
N -3.4132 0.6010 -0.8320 -0.1 2.8 -0.1
C -3.1274 1.4362 -1.8445 0.5 -0.5 -1.6
H -6.8751 4.5666 -2.8759 0.2 -0.6 -0.4
H -6.8357 3.6270 -4.3956 0.5 -0.1 0.5
H -5.9797 3.0306 -2.8583 -0.2 0.3 -0.6
H -4.7171 5.3391 -2.9621 0.2 -0.2 -0.7
H -5.2774 5.4286 -4.6958 0.4 -0.1 0.7
H -4.1833 2.8678 -4.7252 0.2 0.9 -0.3
H -1.6029 3.9650 -3.3301 0.0 0.1 -0.1
H -3.7010 4.7050 -0.7661 0.1 -0.6 0.1
H -4.2821 3.1619 1.3101 0.2 -0.4 -0.6
H -4.0206 0.7441 1.1367 0.1 0.4 -0.6
H -2.8054 0.9214 -2.7769 -0.2 0.3 0.6
C 3.0658 0.3780 2.6048 -0.1 0.0 0.1
C 2.2397 1.3982 1.8319 0.0 -0.1 0.1
N 0.9480 0.8932 1.3918 -0.1 0.0 -0.3
C 0.2982 1.7524 0.4131 0.0 0.0 -0.3
C -0.1150 3.1571 0.8576 -0.1 0.1 0.0
C 0.0788 0.3572 2.4272 0.1 -0.2 0.2
C -0.2989 1.2764 3.5924 -0.1 0.0 0.1
H 3.1850 -0.5441 2.0316 -0.1 0.0 0.0
H 4.0613 0.7808 2.8008 0.0 0.0 0.0
H 2.6148 0.1352 3.5689 0.0 0.0 0.0
H 2.8216 1.6813 0.9497 -0.2 0.1 -0.1
H 2.1370 2.3069 2.4430 0.1 0.1 0.0
H -0.5807 1.2367 0.0122 0.0 -0.1 0.2
H 0.9744 1.8556 -0.4430 0.1 0.0 0.1
H -0.9910 3.1373 1.5060 0.1 0.0 0.1
H -0.3853 3.7524 -0.0185 0.0 0.0 0.0
H 0.6967 3.6759 1.3709 0.0 0.0 0.0
H 0.5565 -0.5356 2.8436 0.1 0.1 0.0
H -0.8379 -0.0214 1.9650 0.1 0.1 -0.2
H 0.5620 1.8117 3.9978 0.0 0.0 -0.1
H -0.7187 0.6800 4.4070 0.0 0.0 0.0
H -1.0573 2.0052 3.3088 0.1 0.1 0.0
C 4.1249 -6.9860 -0.1018 0.0 0.0 0.0
C 3.3967 -5.7116 -0.5095 0.2 -0.1 0.1
N 2.6490 -5.0999 0.5757 -0.3 0.1 0.1
C 1.7235 -4.0678 0.1295 -0.2 0.0 -0.1
C 2.3116 -2.8101 -0.5129 0.0 0.2 0.0
C 3.4058 -4.7861 1.7775 0.2 -0.2 0.1
C 4.6192 -3.8619 1.6391 0.1 0.1 0.1
H 3.4358 -7.7020 0.3510 0.0 0.1 0.0
H 4.5660 -7.4565 -0.9826 0.0 0.0 0.0
H 4.9343 -6.7864 0.6027 0.0 0.0 0.0
H 2.6968 -5.9792 -1.3067 -0.1 0.2 0.1
H 4.1225 -5.0144 -0.9531 0.1 0.0 -0.1
H 1.0878 -3.7701 0.9695 0.1 -0.1 0.1
H 1.0357 -4.5243 -0.5908 0.1 -0.1 0.0
H 2.7755 -2.1582 0.2272 0.0 0.0 -0.1
H 1.5140 -2.2326 -0.9863 0.0 0.0 0.0
H 3.0463 -3.0427 -1.2858 0.0 0.0 0.0
H 3.7480 -5.7273 2.2191 0.0 0.0 -0.1
H 2.7288 -4.3693 2.5290 -0.1 0.0 -0.2
H 5.2571 -4.1342 0.7960 -0.1 0.0 0.0
H 5.2336 -3.9281 2.5411 0.0 0.0 0.0
H 4.3278 -2.8182 1.5295 0.0 0.0 -0.1
```
Positions in Å, forces in eV/Å.

## Properties
- DFT total energy (hartree) = -1435.88282
- multiplicity = 1
- SMILES = CC[C@@H](Cl)Bc1cccnc1.CCN(CC)CC.CCN(CC)CC

---

No. 2
Entry from the OMol25 dataset: 8 unconnected molecules or ions with the total composition C12H26BrCl14OP3 (ωB97M-V/def2-TZVPD).

The geometry in XYZ format:
```
57
Properties=species:S:1:pos:R:3:forces:R:3
C 3.3362 0.5037 4.7366 -1.2 -0.8 -0.4
C 3.2467 0.9163 3.6091 0.4 0.3 -0.2
P 3.2347 1.3960 1.9103 -0.6 0.1 0.1
P 5.4644 2.0464 2.0585 0.9 0.1 0.8
O 6.2305 0.9539 1.1013 -0.5 0.0 -0.2
Br 5.4112 3.9372 0.8432 -0.2 -0.1 -0.2
P 1.1132 0.7048 1.5479 -0.3 -0.2 -1.1
C -0.0182 1.8807 2.4103 0.1 0.0 -0.2
C 0.9547 -0.9477 2.3661 0.2 0.5 0.2
C 2.0626 -1.8901 1.8732 -0.3 -0.1 -0.1
H 3.1900 -0.0704 5.6302 0.3 0.5 0.0
H 2.8537 2.7464 1.6606 0.0 0.0 -0.1
H 3.6264 0.5169 0.8541 0.1 0.0 0.2
H 5.7280 0.6685 0.3196 0.1 0.1 0.1
H -0.7745 1.3501 2.9881 0.2 0.0 0.2
H 0.5083 2.6176 3.0194 -0.1 -0.1 0.2
H -0.5520 2.4172 1.6263 0.0 0.1 0.1
H -0.0142 -1.3513 2.0726 -0.1 0.1 0.1
H 0.9775 -0.7999 3.4480 0.0 -0.3 0.0
H 1.6658 -2.9000 1.7640 0.1 -0.1 0.1
H 2.4010 -1.5973 0.8760 0.1 0.0 0.0
H 2.9196 -1.9250 2.5432 0.0 0.1 0.0
Cl 4.2265 -0.6182 -1.2204 0.1 -0.3 -0.3
C 2.9718 -0.7885 -2.4624 -0.1 0.0 -0.2
Cl 1.9046 0.6138 -2.5183 0.0 0.0 0.0
H 3.4553 -0.8958 -3.4255 0.1 0.1 0.0
H 2.3838 -1.6689 -2.2325 0.0 0.0 0.1
Cl -0.3799 -0.3513 -6.1398 0.0 0.0 0.0
C -1.0995 0.6014 -4.8368 0.0 0.1 0.0
Cl -2.6117 -0.1113 -4.2578 0.0 0.0 0.1
H -0.3996 0.6427 -4.0120 0.0 -0.1 0.0
H -1.3067 1.5976 -5.2083 -0.1 0.0 -0.1
Cl -6.1613 -2.4090 -6.6477 0.2 -0.1 -0.1
C -5.2812 -0.8800 -6.7302 0.0 0.0 0.0
Cl -6.3688 0.4958 -6.9752 0.0 0.0 0.0
H -4.7491 -0.7342 -5.7989 -0.1 0.0 0.0
H -4.5876 -0.9222 -7.5611 -0.1 0.0 0.0
Cl -8.1015 1.8775 -3.4308 0.0 -0.1 0.0
C -9.3484 1.6977 -4.6713 0.0 -0.1 0.0
Cl -10.4064 3.1121 -4.7546 0.0 0.0 0.0
H -8.8639 1.5692 -5.6317 0.0 0.1 0.0
H -9.9497 0.8287 -4.4338 0.0 0.0 0.1
Cl -9.1627 -1.9948 -5.1347 -0.1 0.0 0.1
C -10.0216 -3.5313 -5.2907 0.0 0.0 0.0
Cl -11.0633 -3.5699 -6.7171 0.0 0.0 0.0
H -9.2887 -4.3247 -5.3759 0.0 0.0 -0.1
H -10.6357 -3.6746 -4.4101 0.0 0.0 0.0
Cl 5.7949 1.1032 5.5923 0.8 0.1 0.3
C 7.5343 1.1047 5.2685 0.0 0.1 0.0
Cl 8.4863 0.6603 6.6973 0.0 0.0 0.0
H 7.7328 0.3854 4.4835 0.0 0.0 0.0
H 7.8211 2.1003 4.9529 0.0 0.0 0.0
Cl 3.3975 -0.8540 7.7822 0.0 -0.2 0.3
C 4.8993 -0.5371 8.6755 0.1 0.1 0.0
Cl 4.8842 -1.2974 10.2666 0.0 0.0 0.0
H 5.7272 -0.9351 8.1019 0.0 0.0 0.0
H 5.0020 0.5338 8.7983 -0.1 0.0 0.0
```
Positions in Å, forces in eV/Å.

## Properties
- DFT total energy (hartree) = -10588.67443
- multiplicity = 1
- SMILES = C#C[PH2](P(O)Br)P(C)CC.ClCCl.ClCCl.ClCCl.ClCCl.ClCCl.ClCCl.ClCCl

---

No. 3
Entry from the OMol25 dataset: a molecular structure, C35H34AuBrN2O2P2S (ωB97M-V/def2-TZVPD).

The geometry in XYZ format:
```
78
Properties=species:S:1:pos:R:3:forces:R:3
Au -0.4809 -0.4575 0.0799 0.0 0.0 0.0
C 2.0114 -0.3773 2.8391 0.0 0.0 0.0
C 2.8095 -0.4165 1.5415 0.0 0.0 0.0
P 1.8588 -0.1848 -0.0052 0.0 0.0 0.0
C 2.4180 -1.4440 -1.1600 0.0 0.0 0.0
C 3.7955 -1.6621 -1.2598 0.0 0.0 0.0
C 4.2834 -2.5985 -2.1547 0.0 0.0 0.0
C 3.4040 -3.3228 -2.9501 0.0 0.0 0.0
C 2.0371 -3.1073 -2.8565 0.0 0.0 0.0
C 1.5410 -2.1665 -1.9661 0.0 0.0 0.0
C 2.3093 1.4288 -0.6378 0.0 0.0 0.0
C 2.7931 1.5729 -1.9364 0.0 0.0 0.0
C 3.1635 2.8296 -2.3919 0.0 0.0 0.0
C 3.0342 3.9343 -1.5639 0.0 0.0 0.0
C 2.5371 3.7931 -0.2723 0.0 0.0 0.0
C 2.1733 2.5433 0.1936 0.0 0.0 0.0
C 1.0550 -1.5664 2.9679 0.0 0.0 0.0
P -0.5721 -1.3007 2.2318 0.0 0.0 -0.1
C -1.4115 -2.8791 2.2470 0.0 0.0 0.1
C -2.3969 -3.1511 3.1939 0.0 0.0 0.0
C -2.9720 -4.4127 3.2340 0.0 0.0 0.0
C -2.5656 -5.3917 2.3390 0.0 0.0 0.0
C -1.5820 -5.1198 1.3943 0.0 0.0 0.0
C -1.0050 -3.8640 1.3435 0.0 0.0 0.0
C -1.4378 -0.0986 3.2461 0.0 0.0 0.0
C -0.8625 0.3887 4.4220 0.0 0.0 0.0
C -1.5538 1.2973 5.2075 0.0 0.0 0.0
C -2.8169 1.7251 4.8274 0.0 0.0 0.0
C -3.3946 1.2429 3.6600 0.0 0.0 0.0
C -2.7099 0.3391 2.8674 0.0 0.0 0.0
H 1.4723 0.5700 2.9236 0.0 0.0 0.0
H 2.7172 -0.4020 3.6697 0.0 0.0 0.0
H 3.3266 -1.3737 1.4490 0.0 0.0 0.0
H 3.5689 0.3669 1.5423 0.0 0.0 0.0
H 4.4918 -1.0926 -0.6551 0.0 0.0 0.0
H 5.3494 -2.7620 -2.2335 0.0 0.0 0.0
H 3.7885 -4.0555 -3.6467 0.0 0.0 0.0
H 1.3550 -3.6677 -3.4814 0.0 0.0 0.0
H 0.4728 -1.9961 -1.9189 0.0 0.0 0.0
H 2.8865 0.7135 -2.5878 0.0 0.0 0.0
H 3.5471 2.9431 -3.3971 0.0 0.0 0.0
H 3.3208 4.9134 -1.9241 0.0 0.0 0.0
H 2.4320 4.6581 0.3681 0.0 0.0 0.0
H 1.7692 2.4427 1.1950 0.0 0.0 0.0
H 0.8543 -1.8137 4.0133 0.0 0.0 0.0
H 1.4703 -2.4706 2.5160 0.0 0.0 0.0
H -2.7138 -2.3890 3.8943 0.0 0.0 0.0
H -3.7357 -4.6304 3.9680 0.0 0.0 0.0
H -3.0172 -6.3740 2.3759 0.0 0.0 0.0
H -1.2701 -5.8866 0.6985 0.0 0.0 0.0
H -0.2451 -3.6497 0.5981 0.0 0.0 0.0
H 0.1139 0.0618 4.7503 0.0 0.0 0.0
H -1.1052 1.6657 6.1198 0.0 0.0 0.0
H -3.3534 2.4346 5.4427 0.0 0.0 0.0
H -4.3813 1.5736 3.3663 0.0 0.0 0.0
H -3.1689 -0.0293 1.9604 0.0 0.0 0.0
N -4.8935 -0.8236 -1.4783 0.0 0.1 0.0
C -3.5795 -0.6460 -1.5375 -0.1 -0.1 0.1
N -3.0469 0.0247 -2.5331 0.2 0.0 -0.1
S -2.6689 -1.4441 -0.2862 0.0 0.0 0.1
H -5.5086 -0.5094 -2.2131 0.0 0.0 0.0
H -5.3016 -1.3077 -0.6963 0.0 0.0 0.0
H -3.6229 0.4583 -3.2391 0.0 0.0 0.0
H -2.0357 0.1308 -2.5816 0.0 0.0 0.0
Br 0.8530 2.7960 -6.4652 0.0 0.0 0.0
C 0.1701 3.3303 -4.7886 0.0 0.0 0.0
C -0.1241 4.6662 -4.5542 0.0 0.0 0.0
C -0.6069 5.0538 -3.3111 0.0 0.0 0.0
C -0.7920 4.1164 -2.3079 0.0 0.0 0.0
C -0.4937 2.7805 -2.5560 -0.1 0.0 0.0
C -0.0131 2.3806 -3.8003 0.0 0.0 0.0
C -0.6592 1.7958 -1.4616 0.5 -0.1 0.1
O -0.9927 2.0943 -0.3252 -0.2 0.1 0.1
O -0.3616 0.5372 -1.7664 -0.2 0.0 -0.2
H 0.0247 5.3964 -5.3378 0.0 0.0 0.0
H -0.8365 6.0951 -3.1305 0.0 0.0 0.0
H -1.1595 4.4036 -1.3324 0.0 0.0 0.0
H 0.2405 1.3462 -3.9858 0.0 0.0 0.0
```
Positions in Å, forces in eV/Å.

## Properties
- total charge = +2
- energy relative to the best compared isomer or geometry (same formula, charge and spin) (eV) = 0.105
- multiplicity = 1

---

No. 4
Entry from the OMol25 dataset: a molecular structure, C28H37BrCl5N2O4PdSbSi3 (ωB97M-V/def2-TZVPD).

The geometry in XYZ format:
```
82
Properties=species:S:1:pos:R:3:forces:R:3
Pd -0.3828 0.3978 0.2752 0.9 0.0 2.0
C -2.2968 2.3528 -4.1933 -0.4 1.1 0.0
C -2.4060 1.2361 -3.1893 -0.8 -0.2 -0.4
C -3.5058 0.3504 -3.0838 0.2 0.8 -0.8
C -3.6363 -0.5786 -2.0778 -0.3 -0.1 0.0
C -2.6952 -0.5813 -1.0612 0.1 0.1 -1.0
Br -2.8649 -1.5587 0.5648 0.5 0.4 -0.5
N -1.6414 0.1918 -1.2154 -0.3 0.2 -1.2
C -1.4597 1.0806 -2.2224 -0.4 -0.3 1.0
H -3.2366 2.5050 -4.7779 0.8 -0.2 0.5
H -1.4604 2.2591 -4.8962 -0.2 -0.4 0.1
H -2.0841 3.3109 -3.6499 -0.3 -0.7 -0.4
H -4.3095 0.4596 -3.8103 0.2 -0.2 0.1
H -4.4817 -1.2372 -2.1119 -0.3 -0.2 0.4
H -0.6486 1.8040 -2.1028 0.1 -0.5 -0.1
Cl 0.6281 3.5402 1.3078 0.1 0.1 0.2
C 0.8039 2.4198 2.5971 -0.5 -0.5 0.2
C -0.2423 1.5268 2.9049 -0.7 0.0 0.9
C -0.1110 0.5323 3.9009 -0.6 0.6 -0.8
Cl -1.4686 -0.4348 4.2541 -0.2 -0.3 -0.1
C 0.9767 0.5198 4.7292 1.4 0.5 -0.2
Cl 1.1240 -0.6226 5.9759 0.0 -0.1 0.2
C 1.9548 1.5227 4.5384 -0.4 0.1 0.4
Cl 3.0961 1.7545 5.7987 0.1 -0.1 -0.6
C 1.8978 2.4161 3.4344 1.1 -0.6 0.6
Cl 3.2505 3.4481 3.1795 -0.4 0.0 -0.1
C 1.0145 -3.9325 1.9932 -0.9 1.0 -0.2
Si 2.4080 -2.9059 1.2743 0.0 -2.0 2.3
C 3.6046 -4.1095 0.5357 1.3 -0.2 0.0
C 3.2161 -2.4669 2.8966 1.2 0.5 -0.1
Sb 1.4008 -1.3431 -0.3673 0.7 -0.2 -1.3
Si 3.4213 -0.1949 -1.5646 0.6 0.0 0.3
C 2.8665 0.6775 -3.1079 -0.1 -0.3 -1.0
C 4.7480 -1.4893 -1.9755 0.3 0.6 0.2
C 3.9715 0.9345 -0.1756 0.7 0.2 0.0
Si 0.7143 -2.9959 -2.2999 -0.5 -1.5 -0.3
C -0.8584 -3.9574 -1.7905 1.0 -0.1 0.0
C 0.4183 -2.1492 -3.9455 -0.2 0.7 0.1
C 2.0779 -4.2843 -2.6586 0.1 0.6 -0.1
H 1.4694 -4.5967 2.7347 -0.2 0.0 -0.2
H 0.4970 -4.4818 1.2167 -0.2 -0.4 0.0
H 0.2653 -3.2727 2.4974 0.5 -0.5 -0.2
H 3.4532 -5.1032 1.0548 0.1 1.0 -0.7
H 4.6565 -3.7714 0.7919 -1.1 -0.4 -0.4
H 3.5327 -4.2006 -0.5502 0.1 -0.4 0.3
H 2.5568 -1.9082 3.5530 0.0 0.1 0.2
H 4.1328 -1.8792 2.6982 -0.3 -0.1 0.4
H 3.5449 -3.4272 3.4084 -0.6 1.1 -0.7
H 1.7758 0.6878 -3.1937 0.0 0.0 0.0
H 3.2468 0.0737 -3.9847 -0.3 0.8 0.8
H 3.1860 1.7303 -3.1889 0.2 -0.5 0.0
H 4.5147 -2.1138 -2.8269 -0.2 0.1 -0.4
H 4.8460 -2.1874 -1.1491 0.3 0.0 0.3
H 5.7456 -0.9933 -2.1833 -1.1 -0.4 0.3
H 4.0726 1.9597 -0.5730 0.2 -0.3 0.2
H 4.9778 0.5676 0.1421 -0.7 0.5 0.0
H 3.3064 0.9947 0.6966 0.2 -0.2 -0.2
H -1.6490 -3.5989 -2.4184 -0.6 0.0 -0.5
H -1.1794 -3.7883 -0.7753 0.0 0.0 0.5
H -0.7206 -5.0483 -1.9294 -0.1 0.6 -0.1
H -0.2416 -1.2597 -3.8826 0.3 -0.4 -0.1
H -0.0574 -2.8586 -4.6564 0.4 0.3 0.5
H 1.3984 -1.8263 -4.3272 -0.4 -0.1 -0.2
H 1.9503 -5.1478 -1.9980 0.1 0.0 -0.3
H 3.1171 -3.9227 -2.5658 -0.5 -0.1 -0.1
H 1.9348 -4.5660 -3.7302 0.0 0.0 0.8
O -1.5770 1.9968 2.8923 0.6 -0.3 -1.9
C -2.2412 2.2970 1.7665 -0.3 0.1 -1.1
O -1.9719 1.9427 0.6022 0.5 0.1 2.1
C -3.3712 3.1546 2.0473 -0.2 0.0 1.3
C -3.7232 3.3827 3.3798 -0.1 0.2 0.2
C -4.7385 4.2613 3.6999 -0.7 0.0 -0.2
C -5.4451 4.9046 2.6812 0.2 0.1 0.3
C -5.0384 4.6977 1.3641 -0.9 0.0 0.4
C -4.0482 3.7972 1.0457 0.2 0.4 -0.6
N -5.7082 5.3492 0.3060 1.8 -1.3 1.7
O -6.7788 6.0023 0.5212 -1.2 0.9 -0.6
O -5.1872 5.2063 -0.8664 -0.6 0.6 -1.4
H -3.2174 2.8721 4.1741 0.2 -0.1 0.2
H -5.0332 4.3863 4.7424 0.1 0.1 -0.3
H -6.2801 5.5757 2.8850 0.3 -0.2 0.0
H -3.7768 3.7135 0.0149 0.2 -0.3 -0.3
```
Positions in Å, forces in eV/Å.

## Properties
- total charge = +2
- energy relative to the best compared isomer or geometry (same formula, charge and spin) (eV) = 0.724
- multiplicity = 5

---

For reference, max |F| by record: 0.072; 0.029; 0.009; 0.060 Eh/bohr.